Record 1
2 unconnected molecules or ions with the total composition C4H12O2. Source: the OMol25 dataset; level of theory: ωB97M-V/def2-TZVPD.

```
18
Properties=species:S:1:pos:R:3
C 0.774 -0.173 1.759
C 0.318 0.420 0.456
C -1.244 0.317 0.275
C -1.643 0.421 -1.174
O -1.705 -0.984 0.745
H -0.023 -0.063 2.515
H 0.818 -1.259 1.609
H 1.760 0.267 2.002
H 0.799 -0.085 -0.390
H 0.518 1.471 0.226
H -1.637 1.075 0.976
H -2.717 0.216 -1.113
H -1.262 -0.385 -1.798
H -1.461 1.408 -1.589
H -1.990 -0.834 1.646
O 2.900 0.140 -1.822
H 2.639 -0.779 -1.956
H 3.834 0.091 -1.571
```

Properties
orbital gap: 10.644 eV
energy relative to the best compared isomer or geometry (same formula, charge and spin): 45.6 kJ/mol
E_HOMO: -9.83 eV
SMILES string: CC[C@@H](C)O.O

***

Record 2
9 unconnected molecules or ions with the total composition C4H27N2O9S. Source: the OMol25 dataset; level of theory: ωB97M-V/def2-TZVPD.

```
43
Properties=species:S:1:pos:R:3
C -1.548 -1.149 -1.345
N -2.422 -1.428 -0.198
C -0.091 -1.611 -1.220
C 0.523 -1.739 -2.605
S 0.263 -3.374 -3.386
N 0.688 -0.529 -0.496
C 0.529 -0.656 0.994
O -0.472 0.182 1.476
H -2.021 -1.563 -2.244
H -1.628 -0.070 -1.506
H -2.158 -2.304 0.246
H -2.114 -0.737 0.491
H -0.062 -2.485 -0.570
H 0.119 -0.897 -3.164
H 1.594 -1.579 -2.513
H 0.636 -3.996 -2.254
H 0.139 0.306 -0.666
H 0.335 -1.644 1.440
H 1.496 -0.283 1.379
H 0.709 3.447 -0.248
H 0.143 4.185 -1.527
O 0.942 3.987 -1.048
H -1.403 -1.005 2.464
H -2.804 -1.385 2.744
O -1.918 -1.625 3.053
H -1.293 0.772 2.996
H -1.943 0.827 4.393
O -1.203 1.171 3.887
H 2.284 3.580 -2.028
H 2.378 2.943 -3.419
O 2.844 3.517 -2.843
H 0.360 3.028 2.002
H -0.293 1.834 1.114
O 0.086 2.747 1.133
H -3.936 0.074 1.037
H -3.358 1.179 1.850
O -4.212 0.769 1.651
H 2.282 2.819 2.386
H 1.468 1.641 2.995
O 1.928 2.465 3.191
H 2.945 -1.676 -0.128
H 3.552 -1.169 -1.391
O 3.760 -1.722 -0.632
```

Properties
total charge: -1
orbital gap: 8.583 eV
E_HOMO: -6.01 eV

***

Record 3
2 unconnected molecules or ions with the total composition C4H8O3. Source: the OMol25 dataset; level of theory: ωB97M-V/def2-TZVPD.

```
15
Properties=species:S:1:pos:R:3
O -3.466 0.067 -1.246
C -2.626 0.870 -1.050
C -1.236 0.429 -0.563
C -0.109 1.431 -0.592
C 0.896 1.189 -1.752
O 1.877 1.827 -1.854
H -2.770 1.955 -1.203
H -1.369 0.095 0.467
H -0.969 -0.498 -1.077
H 0.485 1.368 0.316
H -0.321 2.487 -0.710
H 0.693 0.376 -2.486
H 2.759 -4.466 3.442
H 3.516 -3.407 4.274
O 2.640 -3.721 4.035
```

Properties
total charge: +1
multiplicity: 2
orbital gap (spin up / spin down): 7.397 / 3.281 eV
expectation value of S²: 0.7581
energy relative to the best compared isomer or geometry (same formula, charge and spin): 144.6 kJ/mol
E_HOMO (spin up / spin down): -13.52 / -13.52 eV

***

Record 4
A single C3H3NO2 molecule. Source: the OMol25 dataset; level of theory: ωB97M-V/def2-TZVPD.

```
9
Properties=species:S:1:pos:R:3
C 0.508 -0.828 0.351
C -0.024 0.504 -0.148
C -1.196 0.382 -0.862
N -2.170 0.152 -1.359
O 0.036 1.533 0.856
O 0.871 1.534 -0.249
H 1.643 -0.881 0.046
H -0.158 -1.681 0.005
H 0.490 -0.716 1.360
```

Properties
orbital gap: 11.520 eV
energy relative to the best compared isomer or geometry (same formula, charge and spin): 522.9 kJ/mol
E_HOMO: -10.79 eV
SMILES string: CC1(C#N)OO1

***

Record 5
8 unconnected molecules or ions with the total composition C33H71NO10Si. Source: the OMol25 dataset; level of theory: ωB97M-V/def2-TZVPD.

```
116
Properties=species:S:1:pos:R:3
C -3.778 -4.372 -0.637
C -2.819 -3.124 -1.008
C -1.806 -3.020 0.217
C -3.778 -1.871 -1.123
C -3.004 -0.527 -1.541
C -2.724 0.254 -0.186
C -1.404 1.127 -0.179
C -0.304 0.446 0.768
C -0.205 1.253 2.122
C 1.207 1.107 2.846
C 2.317 2.032 2.173
C 3.556 2.109 3.148
C 4.310 0.718 3.169
Si 5.589 0.444 1.784
C 5.533 -1.444 1.385
C 7.383 0.762 2.396
C 5.217 1.332 0.141
C 5.437 0.556 -1.104
C 5.221 1.157 -2.430
C 4.783 2.551 -2.561
C 4.540 3.333 -1.339
C 4.767 2.710 -0.031
C -3.937 0.409 -2.414
O -3.499 1.486 -2.885
O -5.193 0.097 -2.621
C -1.711 -0.951 -2.342
C -1.897 -2.301 -3.157
C -2.999 -2.119 -4.299
C -0.546 -2.607 -3.950
N -2.153 -3.488 -2.292
O -1.066 -4.131 -1.978
H -3.691 -5.128 -1.466
H -4.829 -4.014 -0.511
H -3.401 -4.852 0.300
H -1.464 -4.034 0.564
H -0.866 -2.467 -0.058
H -2.251 -2.476 1.090
H -4.569 -2.144 -1.875
H -4.308 -1.720 -0.147
H -2.759 -0.479 0.668
H -3.597 0.950 -0.012
H -1.018 1.377 -1.196
H -1.683 2.111 0.298
H 0.686 0.303 0.256
H -0.671 -0.588 1.028
H -1.004 0.842 2.806
H -0.348 2.346 1.928
H 1.086 1.345 3.944
H 1.491 0.016 2.748
H 1.880 3.029 1.917
H 2.655 1.455 1.264
H 4.246 2.972 2.972
H 3.133 2.256 4.188
H 4.891 0.688 4.142
H 3.603 -0.159 3.238
H 4.703 -1.616 0.642
H 6.502 -1.833 0.982
H 5.201 -1.977 2.321
H 8.085 0.418 1.586
H 7.544 0.053 3.257
H 7.567 1.831 2.678
H 5.802 -0.495 -1.112
H 5.433 0.535 -3.331
H 4.640 3.032 -3.560
H 4.188 4.381 -1.471
H 4.599 3.359 0.854
H -1.421 -0.181 -3.111
H -0.811 -1.064 -1.675
H -3.143 -1.031 -4.515
H -2.672 -2.620 -5.255
H -3.991 -2.551 -4.017
H -0.526 -1.890 -4.817
H 0.360 -2.490 -3.298
H -0.593 -3.632 -4.415
C 6.911 -3.693 4.462
O 7.047 -2.392 5.021
H 6.930 -3.610 3.377
H 7.740 -4.327 4.790
H 5.961 -4.135 4.773
H 7.027 -2.488 5.979
C -5.682 3.085 -0.272
O -6.400 2.452 -1.311
H -6.315 3.847 0.184
H -5.400 2.347 0.487
H -4.784 3.558 -0.683
H -5.809 1.782 -1.698
C 1.542 -4.878 -0.472
O 2.398 -5.583 0.427
H 1.546 -3.822 -0.204
H 1.909 -4.990 -1.495
H 0.525 -5.263 -0.398
H 2.380 -6.511 0.173
C -3.538 5.013 2.002
O -2.528 4.355 1.253
H -3.136 5.267 2.983
H -3.843 5.928 1.489
H -4.397 4.348 2.124
H -2.905 4.141 0.390
C -8.970 1.445 -3.419
O -9.094 0.874 -2.127
H -9.741 1.022 -4.064
H -9.104 2.529 -3.356
H -7.985 1.212 -3.831
H -8.400 1.265 -1.577
C -1.521 6.364 -1.901
O -2.760 5.739 -1.600
H -1.334 7.140 -1.161
H -0.714 5.627 -1.862
H -1.564 6.816 -2.896
H -2.906 5.055 -2.266
C 1.627 -2.629 2.593
O 2.829 -3.389 2.560
H 1.669 -1.946 3.440
H 1.524 -2.053 1.669
H 0.769 -3.298 2.712
H 2.774 -3.990 1.804
```

Properties
total charge: -1
multiplicity: 2
orbital gap (spin up / spin down): 7.172 / 7.167 eV
expectation value of S²: 0.7541
E_HOMO (spin up / spin down): -5.12 / -5.12 eV

***

Record 6
A molecular structure, C11H29ClCoNO5. Source: the OMol25 dataset; level of theory: ωB97M-V/def2-TZVPD.

```
48
Properties=species:S:1:pos:R:3
Co -0.811 0.795 -1.417
Cl -0.046 -0.642 -0.618
C 2.087 0.685 2.792
C 1.478 -0.036 1.605
O 0.248 -0.814 1.883
O 1.075 1.236 3.681
H 2.654 1.509 2.360
H 2.648 -0.015 3.412
H 2.194 -0.472 0.908
H 1.022 0.622 0.865
H -0.072 -1.047 1.008
H 1.241 2.117 4.025
C 2.294 1.675 -1.359
O 0.922 1.869 -1.053
C 0.504 3.206 -0.840
C -1.056 3.279 -0.526
N -1.574 1.945 -0.216
C -2.971 2.030 -0.534
C -3.583 0.625 -0.634
O -2.791 -0.189 -1.442
C -3.207 -1.575 -1.591
H 2.424 2.138 -2.337
H 2.443 0.601 -1.462
H 3.077 2.089 -0.723
H 0.833 3.766 -1.715
H 1.065 3.565 0.023
H -1.507 3.924 -1.281
H -1.249 3.790 0.417
H -1.516 1.981 0.791
H -3.371 2.520 -1.421
H -3.515 2.666 0.163
H -4.546 0.837 -1.097
H -3.634 0.069 0.302
H -2.647 -2.190 -0.886
H -2.845 -1.960 -2.545
H -4.268 -1.725 -1.790
C 1.162 -2.840 1.375
C 1.961 -3.092 0.104
C 1.371 -4.302 -0.814
O 1.995 -1.968 -0.769
H 1.570 -2.139 2.104
H 0.773 -3.707 1.908
H 0.302 -2.211 1.146
H 2.952 -3.456 0.376
H 2.181 -4.608 -1.476
H 0.612 -3.864 -1.462
H 0.954 -5.197 -0.352
H 1.170 -1.492 -0.889
```

Properties
total charge: +1
multiplicity: 4
orbital gap (spin up / spin down): 7.619 / 7.137 eV
expectation value of S²: 3.7599
energy relative to the best compared isomer or geometry (same formula, charge and spin): 918.2 kJ/mol
E_HOMO (spin up / spin down): -11.32 / -11.32 eV